Record 1
Below is one molecule with the formula C18H20N4O4S2 at a distorted geometry, with properties calculated with ωB97M-V/def2-TZVPD.

```
48
Properties=species:S:1:pos:R:3:forces:R:3
O 1.013 2.758 -0.175 0.1 0.0 -0.2
C -3.203 0.794 -0.398 -0.2 0.3 -0.1
C -1.462 -0.817 0.290 0.4 0.2 0.0
H -0.804 -0.100 0.789 0.0 -0.1 -0.1
H -1.130 -0.921 -0.749 0.1 0.1 0.1
C 3.329 2.050 -0.356 -0.5 0.2 0.3
H -2.869 -2.294 2.712 0.0 0.0 0.0
H -5.311 0.425 -0.280 0.0 0.0 0.0
C -2.224 1.660 -0.886 0.1 -0.1 0.1
H -4.194 3.953 -2.408 0.0 0.1 0.0
N 2.376 -0.837 0.664 1.4 0.8 -0.1
C -1.120 -3.316 0.116 0.0 0.2 0.3
H -3.333 -3.221 1.285 0.0 0.1 0.1
H 4.135 0.923 1.322 0.1 0.1 0.1
C 1.239 3.951 1.795 -0.4 0.0 0.0
H 0.654 3.405 2.548 0.0 0.1 0.0
C -2.854 -2.300 1.623 -0.1 -0.1 -0.1
O -4.812 -0.905 1.360 -0.2 0.0 0.1
C 4.402 1.185 0.300 -0.1 -0.3 -0.2
C 1.207 -2.486 -0.187 1.1 0.4 -0.3
H -1.811 3.443 -1.972 0.1 0.1 0.0
H 1.839 1.346 1.061 0.1 0.4 -0.1
H -1.175 1.482 -0.714 0.1 -0.1 0.0
S 4.688 -0.379 -0.601 0.6 0.2 0.0
H -5.934 2.419 -1.552 -0.1 0.0 0.0
O -1.882 -4.192 -0.203 -0.2 -0.1 -0.1
H -0.560 3.876 0.518 0.0 0.1 0.0
C -3.651 -1.119 1.101 0.0 -0.4 0.3
N -2.835 -0.358 0.317 0.2 0.0 -0.2
C -2.587 2.787 -1.603 0.0 0.0 0.0
H 2.943 1.580 -1.261 0.0 0.0 0.0
H 0.806 4.808 -0.168 -0.1 -0.1 0.1
C 0.526 3.938 0.438 0.1 0.3 0.2
H 0.334 -4.094 -1.054 -0.2 0.1 0.2
C -1.449 -2.165 1.044 -0.4 -0.1 0.2
O 2.443 3.272 1.518 0.3 0.1 -0.1
C -4.544 1.083 -0.651 -0.2 -0.1 0.0
N 0.168 -3.339 -0.398 0.0 -0.8 -0.5
C 3.203 -1.184 -0.259 -0.2 -0.4 -0.3
H 3.739 3.022 -0.631 -0.1 0.0 -0.1
N 1.268 -1.559 0.704 -1.5 -1.0 0.2
C -3.918 3.072 -1.848 0.0 0.1 0.0
C 2.129 2.293 0.566 0.3 -0.7 -0.1
C -4.891 2.213 -1.366 0.1 0.0 0.0
S 2.649 -2.556 -1.220 -0.4 0.5 0.7
H 5.375 1.673 0.295 0.0 -0.1 0.1
H 1.483 4.947 2.160 -0.1 0.0 0.0
H -0.681 -2.143 1.818 -0.1 0.1 -0.1
```
Positions in Å, forces in eV/Å.

**HOMO energy**: -8.41 eV
**Molecular weight**: 420.5 g mol⁻¹
**Relative energy (zero: lowest compared OMol25 entry of this formula, charge and spin)**: 36.9 kcal per mole
**Spin multiplicity**: 1
**Structure (SMILES)**: O=C(Nc1nnc(SCCC2OCCO2)s1)[C@@H]1CC(=O)N(c2ccccc2)C1
**Gap between HOMO and LUMO**: 8.6 eV

Record 2
Below is C18H20N7OS2Ti as an isolated structure at a distorted geometry, with properties calculated with ωB97M-V/def2-TZVPD.

```
49
Properties=species:S:1:pos:R:3:forces:R:3
H -13.587 -7.864 11.879 -0.4 0.2 0.6
N -9.674 -8.606 5.987 0.3 1.2 -0.8
C -9.530 -7.438 5.265 -0.5 0.1 0.8
H -16.723 -4.451 7.723 -1.6 -0.3 -0.4
C -13.885 -6.758 6.551 1.5 0.1 -0.3
C -11.235 -7.186 9.638 0.8 -0.5 -0.9
C -10.880 -5.867 9.928 0.3 0.2 0.3
H -6.492 -9.572 6.012 0.1 -0.2 0.2
C -12.397 -9.302 10.013 0.2 -0.3 0.7
C -10.769 -6.641 5.083 -1.6 -0.1 1.6
Ti -11.411 -8.684 7.241 -1.0 -0.5 0.3
H -12.697 -13.293 6.541 0.3 0.2 -0.1
C -11.524 -5.202 10.976 -0.3 -3.0 -1.4
C -12.533 -5.974 11.605 -0.1 1.4 1.6
C -7.365 -8.970 5.842 1.6 0.5 -0.8
H -16.025 -4.804 5.332 0.3 0.1 -0.1
H -15.767 -6.508 7.166 0.4 -0.1 0.0
C -12.844 -7.290 11.371 1.1 -0.3 -1.2
H -8.184 -6.036 4.306 0.1 -0.1 0.2
H -14.320 -4.398 5.781 -0.3 0.7 -0.1
H -11.029 -4.539 4.780 -0.3 0.7 0.6
O -10.612 -7.807 8.588 0.1 0.7 0.1
N -14.995 -6.084 6.663 -1.9 1.1 -0.3
N -12.051 -9.878 8.921 -1.3 -0.9 0.5
H -11.857 -5.582 3.658 -0.6 0.2 -0.6
C -12.212 -11.779 7.831 -0.1 -0.5 -2.6
H -13.288 -13.487 8.063 -0.4 -0.2 0.7
C -8.271 -6.951 4.879 -1.6 -0.7 -0.2
H -8.699 -10.319 6.796 -0.3 1.1 -0.6
N -11.787 -7.001 5.886 2.5 -0.2 -1.8
H -11.224 -4.222 11.254 -0.1 0.6 0.4
H -15.294 -3.987 8.184 1.3 0.4 0.3
H -12.892 -9.858 10.792 -0.3 -0.6 -0.1
C -7.222 -7.769 5.170 1.8 0.3 -0.2
H -10.087 -5.284 3.529 -0.2 -0.2 -0.1
N -12.568 -13.073 7.514 0.4 0.8 0.1
H -13.015 -5.510 12.451 -0.3 0.1 0.1
C -12.149 -7.961 10.345 0.2 2.2 0.3
H -6.213 -7.469 4.880 -0.3 0.0 0.0
N -12.897 -6.276 5.763 -1.4 -0.4 1.1
S -11.348 -10.901 6.492 -0.2 -0.8 0.6
C -8.584 -9.364 6.223 -1.7 -1.2 1.3
C -10.946 -5.419 4.187 1.5 -1.7 0.4
S -13.770 -8.187 7.577 0.7 0.2 -1.0
C -15.895 -3.942 7.301 0.6 1.3 -0.2
C -15.299 -4.704 6.142 0.5 -1.7 0.5
N -12.553 -11.201 8.904 0.7 0.7 0.4
H -16.096 -2.870 7.061 -0.1 -1.0 0.2
H -10.040 -5.459 9.357 -0.5 0.1 0.2
```
Positions in Å, forces in eV/Å.

**HOMO energy (alpha / beta)**: -11.10 / -11.11 eV
**Molecular weight**: 462.4 g mol⁻¹
**Relative energy (zero: lowest compared OMol25 entry of this formula, charge and spin)**: 3.2 kcal per mole
**Net charge**: +1
**Spin multiplicity**: 1
**Gap between HOMO and LUMO (alpha / beta)**: 7.1 / 7.1 eV

Record 3
Below is C18H20N7OSSc as an isolated structure at a distorted geometry, with properties calculated with ωB97M-V/def2-TZVPD.

```
48
Properties=species:S:1:pos:R:3:forces:R:3
H -5.484 3.959 -0.475 0.2 0.0 0.0
C 1.528 1.784 -1.827 -0.2 0.4 -0.1
C 2.032 -3.466 0.925 -0.1 -0.7 0.6
H 0.966 4.799 -3.261 -0.1 0.1 0.0
C -4.522 1.274 0.599 -0.1 1.0 -0.5
H 4.495 -1.368 1.549 0.0 0.0 0.1
N -4.928 3.143 -0.240 0.9 0.1 -0.4
N -3.511 -0.768 1.322 -0.9 0.0 0.3
H -0.177 3.086 -1.884 0.1 0.1 -0.1
C 0.873 0.773 -1.010 1.6 -0.6 -0.2
C 2.803 3.715 -3.370 -0.1 -0.1 0.1
H -4.885 -3.265 3.110 0.1 -0.1 0.0
H 3.380 0.708 -1.943 0.1 -0.1 0.0
C 3.587 -1.959 -0.333 0.7 0.3 -0.2
H 3.825 -0.029 0.611 0.0 0.1 0.0
C 1.486 3.903 -2.969 -0.1 0.1 0.0
H 4.128 -2.902 -0.394 -0.1 0.0 0.0
N -5.473 2.165 0.463 -0.6 -1.0 0.7
H 1.670 -2.561 2.859 -0.1 0.1 0.1
C -4.626 0.004 1.303 -0.3 -0.5 0.4
O -0.372 0.959 -0.644 0.5 0.5 -0.5
N 2.255 -2.239 0.191 -0.6 0.5 -0.2
C -5.807 -0.411 1.930 0.5 0.6 -0.5
C 3.482 2.563 -3.000 0.0 0.0 0.0
H -6.688 0.218 1.906 0.0 0.0 0.0
H 5.335 -0.796 0.117 0.1 0.0 -0.1
S -0.284 -1.711 0.740 -0.2 0.1 0.1
N -3.349 1.674 -0.019 -0.6 -0.1 0.3
C 4.354 -0.976 0.546 -0.1 -0.1 -0.1
C -3.656 2.859 -0.533 -0.1 0.3 -0.1
H 2.682 -4.230 0.503 0.0 0.0 -0.1
H 0.994 -3.772 0.774 0.3 -0.1 -0.1
C 2.307 -3.322 2.418 0.0 0.0 -0.2
C 1.306 -1.347 0.021 -0.8 -0.4 0.4
C 2.856 1.602 -2.235 -0.2 0.0 0.0
C -4.797 -2.325 2.586 0.4 -0.1 -0.1
Sc -1.758 0.156 0.225 -0.4 -0.6 0.4
N -5.875 -1.564 2.560 -0.3 -0.2 0.2
N 1.593 -0.264 -0.679 0.1 0.9 -0.6
C -3.604 -1.939 1.970 0.0 0.0 0.0
H -2.717 -2.567 1.995 -0.2 0.1 0.0
H 2.102 -4.268 2.907 0.0 -0.1 0.1
H -2.988 3.491 -1.096 -0.1 0.1 0.0
H 3.471 -1.549 -1.338 0.1 -0.2 0.1
H 3.345 -3.068 2.609 0.1 0.0 0.0
H 3.295 4.465 -3.971 0.0 0.1 0.0
H 4.502 2.417 -3.315 0.1 0.0 0.0
C 0.848 2.949 -2.205 0.0 -0.2 0.1
```
Positions in Å, forces in eV/Å.

**HOMO energy**: -14.49 eV
**Molecular weight**: 427.4 g mol⁻¹
**Net charge**: +2
**Spin multiplicity**: 1
**Gap between HOMO and LUMO**: 7.2 eV

Record 4
Below is an isolated ion of composition C18H20NOS and charge +1 at a distorted geometry, with properties calculated with ωB97M-V/def2-TZVPD.

```
41
Properties=species:S:1:pos:R:3:forces:R:3
C 0.184 -1.932 1.965 -0.6 -0.2 -0.6
H 1.901 0.050 -4.956 0.0 0.2 -0.1
H -0.440 -2.362 1.185 -0.2 0.2 0.0
O 1.686 1.991 -4.165 -0.7 -0.2 0.2
H -4.879 -1.602 2.572 0.2 0.3 -0.1
H -0.425 -1.817 2.857 -0.1 0.5 -0.1
N 0.722 -0.641 1.443 2.0 -2.5 0.1
H -3.581 -0.099 4.084 -0.1 0.1 -0.1
H -1.591 1.110 3.233 0.0 -0.3 0.0
S 2.864 -2.064 1.811 -0.2 0.2 0.1
H -0.642 -0.737 -1.368 0.2 -0.3 0.0
C 2.945 0.429 0.902 0.6 0.3 -0.1
H 0.214 1.194 1.725 -0.7 0.5 -0.2
C -0.131 0.430 1.016 -2.2 4.0 -0.8
C 1.000 1.727 -3.015 0.7 -1.2 0.3
C 0.101 1.029 -0.415 -0.3 -0.3 -0.2
C -2.607 -0.335 0.358 0.8 -0.7 0.2
H 0.512 0.993 -5.601 0.2 0.0 0.1
C 1.553 1.047 -5.256 0.0 0.4 0.4
C -2.168 0.465 2.571 0.8 -0.8 -0.2
H 1.285 -3.802 1.664 -0.2 0.2 0.2
C -3.712 -1.046 0.838 -0.2 0.4 0.0
C -0.149 0.209 -1.512 1.0 -0.1 0.0
C -3.298 -0.193 3.042 -0.4 0.2 -0.3
C 0.564 2.341 -0.715 0.6 -0.6 1.1
C 2.042 -0.632 1.380 -0.8 -0.2 -0.3
C 0.350 0.498 -2.780 -0.2 0.7 -0.4
C 1.116 2.640 -1.945 -0.5 0.0 -1.1
H 3.527 0.006 0.065 -0.3 0.3 0.2
C 1.319 -2.883 2.256 0.9 -0.9 0.3
H 1.633 3.579 -2.155 -0.4 -0.2 0.2
H 2.462 1.339 0.577 -0.1 0.1 0.0
H 0.607 3.115 0.059 0.1 -0.4 -0.1
H 0.242 -0.236 -3.577 -0.1 0.3 0.2
C -1.671 0.203 1.273 0.0 0.1 0.5
H 2.191 1.449 -6.042 -0.1 -0.1 0.1
H 3.676 0.645 1.700 -0.3 0.0 -0.2
H -2.468 -0.286 -0.720 0.3 -0.3 0.3
H 1.409 -3.156 3.311 -0.2 0.1 -0.2
H -4.289 -1.667 0.150 0.0 0.4 0.1
C -4.055 -0.999 2.185 0.5 -0.2 0.2
```
Positions in Å, forces in eV/Å.

**HOMO energy**: -11.24 eV
**Molecular weight**: 298.4 g mol⁻¹
**Relative energy (zero: lowest compared OMol25 entry of this formula, charge and spin)**: 31.6 kcal per mole
**Net charge**: +1
**Spin multiplicity**: 1
**Gap between HOMO and LUMO**: 7.7 eV

Record 5
Below is a 2-piece molecular cluster, C18H20NS overall at a distorted geometry, with properties calculated with ωB97M-V/def2-TZVPD.

```
40
Properties=species:S:1:pos:R:3:forces:R:3
C 0.431 2.896 1.196 4.4 -0.8 -0.2
S 1.818 3.094 0.063 -1.4 -0.1 3.4
H 0.628 2.625 2.215 0.6 0.0 0.2
C -1.513 -0.632 -1.122 -0.3 -0.1 0.6
H 4.072 -3.288 -1.676 0.0 0.0 -0.1
C 1.224 -3.042 -0.187 -0.2 0.1 0.2
C 3.185 -3.901 -1.509 0.1 -0.3 0.2
H 2.874 1.933 1.913 -0.2 0.2 0.0
C 2.874 1.838 0.831 0.5 -0.3 -0.5
H -3.503 1.023 -1.479 0.0 0.1 -0.1
C -4.620 0.778 0.306 -0.3 0.2 -0.1
H 2.043 5.409 0.694 -0.2 -0.1 -0.2
H 2.153 -2.214 -3.310 0.0 0.1 -0.2
C -2.697 -1.063 1.063 -0.1 -0.1 0.3
H 3.896 1.939 0.473 0.1 0.1 -0.1
H 2.605 4.347 1.987 -0.2 -0.3 0.0
C -2.558 -0.419 -0.186 0.1 -0.1 -0.2
H 3.619 4.625 0.567 0.1 0.0 -0.1
H -5.378 1.489 0.014 0.0 0.1 -0.1
C -3.568 0.510 -0.534 0.3 0.1 -0.3
N -1.925 3.269 0.411 4.0 -0.8 1.3
H 3.084 -4.578 -2.358 0.0 0.1 -0.1
C 1.568 -2.225 -2.405 -0.1 0.2 -0.2
H 3.361 -4.506 -0.620 0.0 0.0 0.0
C -3.747 -0.774 1.901 0.4 -0.3 0.2
H 2.512 0.847 0.568 -0.2 0.1 -0.1
H -3.818 -1.265 2.857 0.0 -0.1 0.1
H 0.150 -0.818 -3.121 -0.1 0.1 -0.2
H -5.539 0.359 2.192 -0.1 0.0 0.1
C 0.443 -1.444 -2.295 -0.1 0.0 0.0
H -0.390 -2.236 0.890 -0.1 -0.1 0.2
C 2.596 4.498 0.911 0.7 0.5 -0.5
H -2.001 -1.815 1.370 0.1 -0.1 0.1
C -4.715 0.144 1.531 0.0 0.2 -0.2
H -1.646 -0.075 -2.035 0.0 0.2 -0.3
C -0.788 3.086 0.794 -8.3 1.4 -3.2
C 1.972 -3.049 -1.361 0.1 0.0 -0.1
H 1.534 -3.671 0.630 0.0 0.0 0.2
C 0.107 -2.251 -0.057 0.2 0.0 0.0
C -0.345 -1.440 -1.121 0.1 0.0 0.1
```
Positions in Å, forces in eV/Å.

**HOMO energy**: -9.75 eV
**Molecular weight**: 282.4 g mol⁻¹
**Relative energy (zero: lowest compared OMol25 entry of this formula, charge and spin)**: 65.9 kcal per mole
**Net charge**: +1
**Spin multiplicity**: 1
**Gap between HOMO and LUMO**: 4.3 eV

Record 6
Below is C18H20O6 as an isolated structure at a distorted geometry, with properties calculated with ωB97M-V/def2-TZVPD.

```
44
Properties=species:S:1:pos:R:3:forces:R:3
H 2.378 -1.222 2.238 1.3 0.6 0.3
C 2.582 1.190 0.749 3.9 0.4 -2.2
C 1.752 2.192 -0.124 1.0 0.8 3.7
C 0.729 3.813 -0.907 2.6 13.0 0.5
H -3.909 -2.785 -0.642 2.4 1.6 0.0
O 3.013 -2.236 -0.622 1.2 0.1 -4.4
H 0.213 -2.116 -1.956 -0.5 -1.4 -0.5
H 2.368 -2.154 -2.824 0.5 1.0 0.4
H 0.694 -3.519 0.107 -0.5 -0.2 0.4
O 1.968 0.011 0.873 -0.8 4.7 -1.6
C 1.930 3.646 -0.168 -7.6 -10.9 -3.1
C 2.834 -0.942 1.226 -8.6 -6.1 4.8
C -2.518 -1.263 1.134 1.2 6.5 4.8
C -2.150 0.919 -0.112 0.8 0.0 5.8
H 0.317 -1.851 0.838 -2.9 1.1 2.0
C -1.974 1.637 1.030 -1.2 -1.6 4.5
H -3.061 -2.798 -2.172 1.0 0.8 1.8
H -1.740 2.715 1.139 -0.2 -0.8 -0.5
O -1.931 1.355 -1.293 0.4 4.0 -3.7
H 0.500 5.195 -1.056 0.2 -4.5 -0.1
C 2.248 -1.454 -1.982 -2.4 -7.0 5.9
O 3.832 1.274 0.992 -4.7 1.1 -0.5
C 2.301 -2.207 0.605 2.8 -0.6 -3.1
H -2.120 3.456 -1.158 -11.7 10.8 6.4
H 3.772 -0.783 1.373 5.7 1.0 -0.2
C 0.884 -1.694 -1.242 2.3 -5.6 -1.3
H -2.912 -2.065 1.597 -1.1 -3.8 -0.7
H -2.089 1.703 3.384 -0.2 -2.5 -1.4
O 0.526 1.680 -0.455 0.2 3.8 -1.3
C -2.352 -0.514 0.022 -0.5 0.2 0.7
H -1.975 -3.093 -0.667 -1.4 0.9 -0.3
C -2.842 -2.472 -1.069 -0.6 -1.0 -3.1
C -2.438 -0.437 2.504 0.9 -1.1 0.3
H 0.383 -0.910 -1.112 -3.4 7.1 1.5
H -2.407 -0.917 3.568 -0.5 0.1 -2.3
H 2.804 -3.052 1.054 -0.2 -0.4 0.9
C -0.191 2.979 -1.010 1.1 -6.3 2.6
C -1.538 2.903 -1.426 8.7 -14.8 10.0
H 2.598 -0.539 -1.826 1.7 3.8 -0.5
C -2.184 0.868 2.553 0.8 4.8 -4.0
O -2.388 -1.020 -1.179 -2.0 -4.8 -1.6
H 2.737 4.078 0.046 6.1 4.0 1.5
H -1.485 2.890 -2.262 0.4 0.0 -18.5
C 0.844 -2.462 0.234 4.0 1.1 -4.0
```
Positions in Å, forces in eV/Å.

**HOMO energy**: -8.42 eV
**Molecular weight**: 332.4 g mol⁻¹
**Relative energy (zero: lowest compared OMol25 entry of this formula, charge and spin)**: 457.5 kcal per mole
**Spin multiplicity**: 1
**Gap between HOMO and LUMO**: 8.4 eV